# 1
Computed, not measured: C32H26BrCrIN7O4STe as an isolated structure, with ωB97M-V with the def2-TZVPD basis set.

XYZ file:
```
74
Properties=species:S:1:pos:R:3:forces:R:3
Cr -0.6453 0.0203 -0.0047 0.543 -0.428 -0.163
C -0.8588 1.0850 5.5198 -0.032 0.034 -0.033
C -1.5734 2.0977 4.8905 0.030 -0.025 0.008
C -1.4822 2.2701 3.5186 -0.119 0.045 -0.005
C -0.6780 1.4164 2.7782 0.057 0.041 -0.364
C 0.0338 0.4030 3.3951 0.093 -0.097 0.094
C -0.0504 0.2429 4.7695 0.005 0.004 -0.023
N -0.5853 1.5474 1.3400 -0.089 -0.088 0.858
N -0.7483 2.7067 0.9238 -0.016 0.224 -0.477
C -0.7497 2.7745 -0.4924 0.017 0.086 0.312
C -0.8489 4.0290 -1.0751 0.011 0.147 -0.050
C -0.8307 4.1240 -2.4563 0.003 -0.010 -0.006
C -0.7189 2.9675 -3.2240 0.007 -0.017 0.018
C -0.6333 1.7155 -2.6221 -0.036 0.102 0.101
C -0.6424 1.5966 -1.2335 -0.258 0.029 -0.049
H -0.9356 0.9522 6.5911 0.005 0.009 -0.006
H -2.2103 2.7536 5.4693 -0.001 -0.009 0.000
H -2.0409 3.0445 3.0116 0.009 -0.005 0.015
H 0.6867 -0.2270 2.8086 0.007 -0.024 -0.029
H 0.5261 -0.5359 5.2532 -0.004 0.011 0.001
H -0.9401 4.9046 -0.4443 0.010 -0.011 -0.015
H -0.9070 5.0904 -2.9370 0.005 -0.009 0.000
H -0.6970 3.0434 -4.3048 -0.007 -0.002 0.000
H -0.5369 0.8365 -3.2503 -0.022 -0.008 0.005
C 0.6900 -3.0528 2.1528 -0.020 0.008 0.032
C -0.7349 -2.6567 2.0130 -0.047 0.056 0.054
N -1.2000 -1.5977 1.3744 -0.008 0.072 -0.111
C -2.5689 -1.6205 1.5115 0.166 0.064 -0.123
C -2.9383 -2.7016 2.2430 -0.045 -0.156 0.162
N -1.7672 -3.3401 2.5513 0.104 -0.060 0.064
C -4.2269 -3.2689 2.7184 -0.056 0.030 -0.043
O -5.3191 -2.6193 2.3830 0.101 -0.157 0.060
O -4.2081 -4.2838 3.3749 -0.038 0.006 0.021
C -3.3670 -0.5770 0.8346 0.124 0.205 -0.113
O -4.5957 -0.5759 0.9442 -0.086 0.032 -0.062
O -2.6624 0.2470 0.1599 -0.105 -0.073 -0.039
H 1.3038 -2.3887 1.5457 0.006 -0.017 -0.006
H 0.8439 -4.0808 1.8215 -0.009 0.008 0.003
H 1.0151 -2.9771 3.1927 -0.017 0.012 -0.014
H -1.7343 -4.1769 3.1156 -0.007 0.001 -0.033
H -5.1079 -1.8121 1.8169 -0.010 0.111 -0.005
Br 4.8942 -1.3886 -5.8809 -0.027 -0.065 -0.008
C 4.3412 0.1899 -5.0067 0.014 0.073 0.024
C 5.1939 1.2848 -5.0619 -0.012 0.055 0.027
C 4.8422 2.4717 -4.4392 0.022 -0.025 -0.024
C 3.6378 2.5692 -3.7590 -0.037 -0.024 0.004
C 2.7858 1.4779 -3.7016 0.080 0.002 -0.024
C 3.1345 0.2836 -4.3254 -0.019 0.112 0.025
I 1.7903 -1.2946 -4.1689 -0.030 -0.079 -0.065
H 6.1310 1.1979 -5.5938 -0.005 0.000 0.003
H 5.5148 3.3182 -4.4865 -0.008 -0.012 -0.001
H 3.3567 3.4913 -3.2667 -0.004 -0.016 0.002
H 1.8495 1.5462 -3.1629 0.072 0.023 -0.023
Te 1.9609 -0.1490 -0.3457 -0.247 -0.310 0.080
C 2.7772 0.4319 1.4980 0.014 0.156 0.047
C 3.4026 -0.3541 2.4254 0.080 0.019 0.118
C 3.8232 0.3696 3.5826 -0.060 -0.065 -0.101
C 3.5136 1.6940 3.5072 0.010 -0.059 -0.026
S 2.7241 2.0561 2.0345 0.019 0.154 0.000
H 3.5725 -1.4134 2.2838 -0.016 0.013 0.006
H 4.3312 -0.0793 4.4253 -0.002 0.013 -0.030
H 3.7163 2.4683 4.2306 -0.012 -0.029 -0.008
N -3.5910 -1.9801 -3.9934 0.152 -0.018 -0.014
C -2.5036 -2.1939 -3.2025 -0.170 0.029 -0.089
C -2.1044 -1.2241 -2.2646 0.032 0.068 0.012
N -1.0403 -1.4076 -1.5041 -0.077 0.011 -0.029
C -0.3482 -2.5508 -1.6536 -0.062 -0.072 -0.024
C -0.7609 -3.4892 -2.5739 -0.007 -0.022 -0.009
N -1.8319 -3.3278 -3.3517 0.103 -0.038 0.039
H -4.2221 -1.2251 -3.7996 -0.015 -0.015 0.032
H -3.9131 -2.7453 -4.5585 -0.024 -0.006 0.015
H -2.6632 -0.3075 -2.1273 0.003 -0.009 0.007
H 0.5333 -2.6853 -1.0437 -0.015 -0.009 0.008
H -0.2033 -4.4108 -2.6935 -0.022 0.001 -0.013
```
Forces are in eV/Å.

Results
LUMO level (alpha / beta) ... -1.17 / -0.81 eV
Max |F| ... 0.017 hartree/bohr
Total energy ... -6501.7283 a.u.
Spin multiplicity ... 2
HOMO level (alpha / beta) ... -7.7 / -7.8 eV
Charge ... 0
Orbital gap (alpha / beta) ... 6.57 / 6.96 eV
<S²> ... 0.774

Mulliken atomic charge list, values in e, 6 entries: Cr -0.261; C -0.674; C -0.701; C -0.415; C -0.147; C 0.347

=====

# 2
Computed, not measured: one molecule with the formula C3H4O2S2 in a non-equilibrium geometry, with ωB97M-V with the def2-TZVPD basis set.

XYZ file:
```
11
Properties=species:S:1:pos:R:3:forces:R:3
O -1.4448 1.6579 -2.7755 2.181 -0.315 3.161
C -0.9011 1.3589 -1.6904 -2.539 1.108 -1.886
S -0.7471 -0.3120 -1.2249 0.894 0.481 0.891
C -0.5349 -0.0287 0.6034 -2.124 -0.374 -0.234
S 1.0512 0.3520 1.4023 -0.518 -1.705 -0.905
C 1.6381 -1.2507 1.0057 0.723 -5.133 -3.586
O 1.1172 -2.0650 0.0670 2.809 4.634 5.861
H -0.6613 2.0873 -0.8163 -0.107 -0.582 -1.555
H -0.9770 -1.0330 0.9835 0.881 1.987 -0.154
H -1.2049 0.8451 0.8344 0.496 -1.096 0.046
H 2.6646 -1.6119 1.6108 -2.697 0.997 -1.638
```
Forces are in eV/Å.

Results
LUMO level ... -0.22 eV
Max |F| ... 0.155 hartree/bohr
Total energy ... -1063.4883 a.u.
Spin multiplicity ... 1
HOMO level ... -9.6 eV
Charge ... 0
Orbital gap ... 9.40 eV
Structure (SMILES) ... O=CSCSC=O

natural (NBO) atomic charge list, values in e, 6 entries: O -0.535; C 0.193; S 0.330; C -0.723; S 0.317; C 0.149

=====

# 3
Computed, not measured: a 13-piece molecular cluster, C23H72N10O13 overall in a non-equilibrium geometry, with ωB97M-V with the def2-TZVPD basis set.

XYZ file:
```
118
Properties=species:S:1:pos:R:3:forces:R:3
C -4.0640 -20.0380 -3.6210 -0.335 2.323 -3.355
O -3.3320 -21.0510 -3.0700 1.045 -1.293 1.912
H -4.4190 -19.2860 -2.9390 -0.666 -0.026 0.642
H -4.8480 -20.3160 -4.4030 0.745 -0.241 1.654
H -3.3250 -19.5240 -4.2250 -0.060 0.865 -0.593
H -2.5940 -20.5930 -2.6130 -0.554 -1.035 -0.258
C -9.8290 -26.4740 -3.8700 0.641 0.445 1.596
O -11.1230 -26.4410 -3.3530 -1.539 -0.532 -2.759
H -9.7790 -26.4650 -4.8890 -0.590 -0.393 -2.919
H -9.3100 -27.3210 -3.4980 0.744 -0.642 0.382
H -9.3860 -25.5390 -3.6230 1.093 0.571 0.502
H -11.0070 -26.6330 -2.4680 -0.152 -0.524 2.994
C -6.6160 -27.6100 -4.4920 1.991 -1.185 0.386
O -5.8180 -26.4050 -4.7560 -0.989 -0.397 1.044
H -5.8700 -28.4750 -4.6170 -1.336 0.965 -0.097
H -7.4830 -27.7540 -5.1660 0.624 0.472 0.296
H -6.9030 -27.6730 -3.4170 -0.101 0.345 -0.780
H -5.7040 -25.9800 -3.8680 0.197 -0.720 -1.018
C -6.2330 -25.0930 -1.8410 -2.838 -5.814 7.190
O -6.3810 -25.9010 -0.6950 0.789 4.160 -5.440
N -7.2650 -24.5930 -2.4700 -2.297 0.476 1.611
N -5.0980 -24.9300 -2.4160 5.487 -1.152 -0.886
H -8.1300 -24.6160 -1.9330 0.178 -0.153 -0.603
H -7.1990 -24.2870 -3.4300 -0.452 0.326 -0.094
H -4.3360 -25.5980 -2.0700 -1.372 1.566 -0.730
H -4.9510 -24.1840 -3.1890 -0.421 -1.107 1.645
C -9.3930 -19.8140 -5.7760 -0.259 -5.285 -5.708
O -9.4300 -20.9240 -6.5880 0.322 4.844 3.501
N -9.9410 -18.6860 -6.1240 -3.389 3.231 -2.264
N -8.7240 -19.7600 -4.6840 2.645 -3.110 2.912
H -10.5160 -18.6040 -7.0160 1.154 -0.421 2.010
H -10.1220 -18.0010 -5.3760 0.162 -0.430 -1.018
H -8.0700 -20.5840 -4.5740 -0.365 0.533 0.119
H -8.6240 -19.0300 -4.0210 -0.112 0.908 -0.065
C -10.5400 -22.9200 -3.8790 4.912 -4.035 -2.889
O -9.4580 -23.2820 -4.6070 -4.303 1.079 2.629
N -10.7190 -21.6970 -3.5440 -1.049 3.645 0.743
N -11.3500 -23.8420 -3.3660 -0.303 -1.265 -0.759
H -11.5540 -21.3400 -3.0830 0.467 -0.456 -0.241
H -10.0360 -21.0190 -3.8370 0.086 0.030 -0.113
H -11.3060 -24.8520 -3.7020 -0.488 1.825 1.005
H -12.0870 -23.5190 -2.7630 -0.166 -0.358 -0.075
C -0.4800 -24.5070 -2.4730 4.724 -3.336 -7.530
O 0.4550 -24.8510 -3.4890 -4.257 2.360 4.882
N -1.7170 -24.2840 -2.6910 -5.701 2.444 -0.650
N -0.2700 -24.7270 -1.2480 4.292 -1.191 7.200
H -2.0140 -24.1120 -3.6380 0.080 -0.123 0.194
H -2.3510 -23.8870 -1.9040 1.627 -0.707 -1.801
H -0.8560 -24.7760 -0.3950 -0.130 0.423 -1.725
H 0.6970 -24.9470 -1.0050 -0.446 0.075 -0.314
C -6.1660 -22.7530 -4.6460 -4.468 5.732 1.731
O -6.7820 -21.5480 -4.4640 3.496 -4.795 -0.997
N -6.8920 -23.7920 -4.9300 -2.982 0.477 -2.271
N -4.9670 -23.0270 -4.1760 2.934 0.938 0.167
H -7.9570 -23.6210 -5.0730 1.666 -0.343 0.020
H -6.4100 -24.6380 -5.0840 0.056 -1.533 -0.791
H -4.4780 -22.2500 -3.7330 0.237 -0.372 -0.332
H -4.3550 -23.8160 -4.5410 -0.647 1.128 -0.517
C -6.9860 -19.7530 -8.2770 -0.601 1.813 -0.318
C -6.8810 -21.2410 -8.3470 -2.133 4.914 -12.038
C -5.7770 -21.7370 -9.1200 3.576 1.923 -1.064
O -6.8870 -21.9260 -7.3760 -0.449 -6.762 15.271
H -8.0340 -19.4470 -8.2760 -0.150 -0.202 0.146
H -6.5980 -19.2140 -9.1960 0.210 -0.662 1.335
H -6.6230 -19.4100 -7.3010 0.598 0.317 -0.342
H -7.7950 -21.6560 -8.8030 -0.660 1.251 -2.255
H -4.8070 -21.5320 -8.5620 -1.086 -0.321 -0.777
H -5.7240 -21.2650 -10.0620 0.325 0.836 -1.230
H -5.8860 -22.7380 -9.3480 -0.024 -2.332 0.016
H -7.7220 -21.6930 -6.9140 0.011 -0.497 1.015
C -4.7790 -23.2090 1.0240 -1.741 -0.514 0.508
C -4.1460 -22.4000 -0.0660 -4.633 5.533 5.125
C -3.2460 -21.3320 0.4510 -0.219 -0.109 1.093
O -3.5710 -23.2020 -0.8390 5.256 -4.981 -5.604
H -5.1410 -24.1290 0.5600 0.072 -0.252 0.136
H -5.7040 -22.7810 1.3940 -0.013 0.458 0.392
H -4.1430 -23.4880 1.8530 0.414 0.113 0.138
H -4.9320 -21.9120 -0.6650 -0.243 0.362 0.763
H -3.6180 -20.5040 1.0370 -0.797 -0.727 1.366
H -2.9600 -20.6970 -0.2770 1.295 1.632 -3.578
H -2.3300 -21.7330 0.8050 0.780 -0.465 0.972
H -4.2880 -23.6210 -1.3050 0.032 -0.975 -0.585
C -9.2120 -20.7560 -0.8340 -1.751 0.817 0.530
C -8.0930 -21.4240 -1.5450 -0.778 2.321 -4.888
C -6.8360 -20.6630 -1.8030 -1.787 3.973 -2.005
O -7.6610 -22.3480 -0.8120 1.625 -7.706 6.776
H -8.9070 -20.2730 0.1280 0.030 -0.550 -0.732
H -10.1700 -21.3690 -0.6180 1.853 0.571 -0.520
H -9.4870 -19.9710 -1.5080 -0.738 0.971 -0.184
H -8.3300 -21.9040 -2.5590 -0.767 1.106 0.810
H -6.6730 -19.9810 -0.9820 0.591 0.140 0.369
H -7.0590 -20.0900 -2.7220 0.632 0.562 0.471
H -5.9960 -21.2390 -2.0980 0.452 -0.772 0.153
H -7.2650 -23.0170 -1.3510 0.546 -0.678 -0.064
C -7.6490 -26.3940 -9.4990 0.653 -0.065 -0.409
C -7.8170 -25.0730 -8.7850 -3.425 1.186 -3.348
C -8.9820 -24.7280 -7.8820 -0.799 -1.475 -1.333
O -6.8280 -24.7570 -8.0380 7.515 0.554 4.159
H -6.8870 -26.3090 -10.3120 -0.312 0.155 0.773
H -8.5610 -26.6170 -10.0420 -0.293 -0.425 0.261
H -7.2950 -27.1790 -8.8330 -0.393 -0.284 0.071
H -7.7570 -24.3480 -9.6640 -1.153 -0.280 0.397
H -8.8990 -23.6960 -7.7270 0.174 1.594 0.770
H -9.0320 -25.2770 -6.9370 0.100 -0.043 -0.295
H -9.8520 -24.7970 -8.4630 -1.941 -0.490 -0.365
H -6.9220 -23.9290 -7.5240 -0.174 -0.358 -0.688
C -3.8340 -23.3600 -7.1130 0.060 -1.411 0.447
C -2.7720 -24.0730 -6.2170 4.165 5.967 -6.259
C -1.7760 -23.0170 -5.6400 -3.202 -1.546 1.828
O -3.2870 -24.7430 -5.2730 -3.030 -6.296 4.299
H -3.4130 -23.1860 -8.0890 0.144 0.730 -0.188
H -4.3300 -22.5330 -6.6260 0.525 0.752 -0.106
H -4.6940 -24.0030 -7.3150 0.183 -0.563 -0.024
H -2.1430 -24.7120 -6.9010 -0.479 0.361 0.495
H -0.9790 -23.4610 -5.1240 1.079 -0.848 1.003
H -2.2770 -22.2550 -5.0270 -0.015 -0.297 0.011
H -1.3580 -22.5520 -6.4030 1.853 2.386 -3.695
H -3.4980 -25.5910 -5.7370 -0.593 0.380 1.618
```
Forces are in eV/Å.

Results
LUMO level ... 0.08 eV
Max |F| ... 0.325 hartree/bohr
Total energy ... -2444.8408 a.u.
Spin multiplicity ... 1
HOMO level ... -8.6 eV
Charge ... 0
Orbital gap ... 8.69 eV

Mulliken atomic charge list, values in e, 6 entries: C -0.893; O -0.770; H 0.359; H 0.135; H 0.410; H 0.423

=====

# 4
Computed, not measured: one molecule with the formula C5H10O in a non-equilibrium geometry, with ωB97M-V with the def2-TZVPD basis set.

XYZ file:
```
16
Properties=species:S:1:pos:R:3:forces:R:3
C 1.0170 -1.2916 0.4594 -0.041 -0.302 0.013
C 0.3245 -0.0509 -0.0891 0.808 0.655 0.088
C 0.4551 0.0641 -1.5910 0.357 0.020 -0.304
C -1.1056 0.0665 0.3746 0.013 -0.045 0.409
C -1.2707 1.3730 0.9585 1.446 0.451 1.296
O -2.1803 0.9458 -0.0481 -0.205 -0.462 0.568
H 0.9167 -1.3562 1.5494 -0.026 -0.001 -0.160
H 2.0893 -1.2434 0.2346 -0.188 -0.006 0.009
H 0.6237 -2.2165 0.0247 -0.019 0.080 0.016
H 0.8249 0.8106 0.5045 -0.187 -1.247 -1.624
H 1.4910 0.2973 -1.8322 0.028 0.050 -0.285
H -0.2050 0.8234 -2.0251 0.184 -0.026 0.191
H 0.2072 -0.8937 -2.0699 0.002 0.172 0.149
H -1.5533 -0.7431 0.9515 0.338 -0.091 -0.071
H -0.9833 1.2533 2.0484 -2.692 0.776 -0.183
H -0.6511 2.1613 0.5498 0.183 -0.023 -0.112
```
Forces are in eV/Å.

Results
LUMO level ... 1.07 eV
Max |F| ... 0.055 hartree/bohr
Total energy ... -271.6283 a.u.
Spin multiplicity ... 1
HOMO level ... -9.5 eV
Charge ... 0
Orbital gap ... 10.53 eV
Structure (SMILES) ... CC(C)[C@H]1CO1

natural (NBO) atomic charge list, values in e, 6 entries: C -0.599; C -0.228; C -0.609; C 0.035; C -0.133; O -0.450